The following is a DFT calculation (ωB97M-V/def2-TZVPD) of a cluster of 4 separate species, C4H19N2O3S in total.

Last column: Löwdin charge in e.
Cartesian coordinates (Å):
C1 1.3669 1.2448 -1.3294  -0.19
N1 0.0929 0.5305 -1.2697  -0.12
C2 -1.0429 1.2127 -1.8755  -0.30
C3 -2.3073 0.5595 -1.3576  -0.52
S1 -2.4057 0.8010 0.4398  0.76
C4 2.3608 0.4097 -0.5090  -0.11
N2 1.6935 0.0212 0.7851  0.17
H1 1.2280 2.2445 -0.9223  0.13
H2 1.7162 1.3012 -2.3679  0.13
H3 0.2289 -0.3762 -1.7031  0.13
H4 -1.0334 1.0764 -2.9701  0.13
H5 -0.9882 2.2818 -1.6870  0.12
H6 -3.2015 0.9864 -1.8104  0.08
H7 -2.2587 -0.4882 -1.6439  0.07
H8 -3.6842 0.4638 0.6363  -0.13
H9 3.2926 0.9390 -0.3196  0.13
H10 2.5411 -0.5011 -1.0748  0.13
H11 2.1394 0.4999 1.5612  0.15
H12 1.6553 -1.0101 0.8092  0.09
H13 0.7310 0.3510 0.7827  0.09
H14 -2.4106 -3.2779 0.7125  0.04
H15 -1.8626 -2.8441 2.1421  0.04
O1 -1.7403 -3.4314 1.3906  -0.05
H16 0.2361 2.4541 2.9277  0.07
H17 -0.7691 1.8073 1.9466  -0.05
O2 0.1420 1.7472 2.2687  -0.08
H18 2.0983 -2.9049 1.8745  0.07
H19 0.7383 -3.3683 1.3794  0.05
O3 1.4430 -2.7298 1.1839  -0.05

Frontier orbital gap in hartree: 0.356
Charge: +1
E_HOMO in eV: -12.3
Energy above the lowest of the compared OMol25 structures with the same formula, charge and spin in kcal per mole: 0.0